# 1
{"formula": "C25H35N4O3PSc", "method": "ωB97M-V/def2-TZVPD", "species": ["Sc", "C", "C", "C", "N", "C", "C", "C", "C", "C", "C", "C", "N", "C", "C", "C", "N", "C", "C", "C", "C", "C", "C", "C", "N", "C", "C", "H", "H", "H", "H", "H", "H", "H", "H", "H", "H", "H", "H", "H", "H", "H", "H", "H", "H", "H", "H", "H", "H", "H", "H", "H", "H", "C", "O", "P", "O", "C", "O", "C", "H", "H", "H", "H", "H", "H", "H", "H", "H"], "xyz": [[-0.367, 0.189, -0.281], [0.901, -1.667, 2.845], [-0.419, -2.444, 2.772], [-1.416, -2.005, 1.684], [-0.786, -1.785, 0.388], [-0.342, -2.835, -0.322], [-0.725, -4.151, -0.037], [-0.324, -5.381, -0.546], [0.678, -5.670, -1.445], [1.465, -4.728, -2.093], [1.360, -3.354, -2.120], [0.468, -2.450, -1.498], [0.384, -1.162, -1.812], [0.901, -0.668, -3.086], [1.902, 0.480, -2.970], [1.274, 1.758, -2.414], [1.005, 1.666, -0.984], [1.843, 2.210, -0.103], [3.097, 2.742, -0.457], [3.993, 3.542, 0.230], [3.883, 4.107, 1.487], [2.864, 3.853, 2.388], [1.825, 2.942, 2.316], [1.417, 2.050, 1.307], [0.512, 1.086, 1.484], [0.020, 0.761, 2.818], [0.856, -0.302, 3.532], [1.325, -1.568, 1.842], [1.610, -2.284, 3.403], [-0.925, -2.414, 3.742], [-0.172, -3.492, 2.591], [-1.913, -1.074, 1.967], [-2.230, -2.736, 1.629], [-1.476, -4.236, 0.736], [-0.852, -6.230, -0.127], [0.890, -6.712, -1.644], [2.272, -5.126, -2.698], [2.109, -2.879, -2.740], [0.042, -0.299, -3.661], [1.336, -1.464, -3.688], [2.276, 0.686, -3.976], [2.759, 0.182, -2.358], [0.319, 1.924, -2.926], [1.890, 2.627, -2.649], [3.418, 2.503, -1.462], [4.887, 3.795, -0.329], [4.662, 4.790, 1.798], [2.912, 4.403, 3.321], [1.253, 2.878, 3.232], [-1.001, 0.390, 2.718], [-0.065, 1.643, 3.456], [0.459, -0.422, 4.544], [1.877, 0.075, 3.640], [-4.960, 2.902, -2.011], [-4.199, 1.964, -1.211], [-2.600, 2.082, -1.198], [-2.110, 0.611, -1.788], [-3.011, -0.535, -1.833], [-2.310, 1.522, 0.353], [-2.383, 2.518, 1.400], [-5.992, 2.572, -1.954], [-4.627, 2.889, -3.047], [-4.868, 3.906, -1.601], [-2.458, -1.331, -2.323], [-3.896, -0.272, -2.405], [-3.296, -0.838, -0.827], [-2.485, 1.991, 2.343], [-3.262, 3.146, 1.258], [-1.477, 3.123, 1.400]], "forces_ev_per_a": [[-0.314, -0.037, 0.165], [0.022, -0.027, 0.021], [0.014, 0.021, -0.032], [-0.004, 0.004, 0.029], [0.115, 0.069, 0.010], [-0.121, -0.062, -0.066], [0.066, 0.081, 0.097], [0.043, -0.008, -0.053], [-0.020, -0.015, 0.015], [-0.009, 0.000, 0.002], [0.015, 0.093, -0.156], [0.039, -0.176, 0.248], [0.045, 0.247, 0.087], [0.035, -0.005, -0.056], [-0.047, 0.010, -0.069], [0.046, 0.003, -0.016], [-0.138, -0.149, -0.069], [0.189, -0.071, 0.204], [-0.071, 0.008, -0.142], [-0.010, 0.022, 0.052], [0.001, 0.008, 0.009], [0.053, 0.022, -0.043], [0.019, -0.209, 0.106], [-0.039, 0.147, -0.103], [-0.093, -0.047, -0.203], [0.020, -0.024, 0.049], [-0.013, 0.006, -0.030], [0.003, 0.009, 0.017], [0.001, 0.002, -0.020], [-0.020, 0.014, -0.001], [-0.010, -0.004, 0.007], [0.004, -0.018, 0.002], [0.003, 0.016, -0.018], [-0.004, 0.018, 0.006], [0.012, -0.017, -0.012], [-0.011, -0.011, 0.010], [-0.004, -0.003, -0.001], [-0.010, 0.017, 0.006], [0.006, 0.001, 0.013], [-0.026, 0.000, 0.011], [0.014, 0.005, 0.006], [-0.008, -0.001, 0.026], [0.003, -0.012, 0.008], [-0.024, 0.005, 0.009], [-0.019, -0.015, 0.000], [0.011, 0.011, 0.011], [0.003, 0.005, -0.007], [0.005, 0.002, 0.001], [0.002, -0.006, 0.000], [0.003, 0.016, 0.009], [-0.016, -0.003, -0.010], [-0.012, 0.007, 0.003], [-0.001, 0.010, -0.003], [-0.017, -0.039, 0.039], [0.119, -0.029, -0.035], [-0.113, -0.150, 0.157], [0.078, 0.093, -0.081], [-0.025, -0.064, -0.074], [0.228, 0.149, -0.115], [-0.070, 0.032, 0.031], [0.000, 0.024, -0.007], [-0.008, 0.003, -0.007], [-0.007, 0.006, -0.011], [0.019, 0.014, 0.016], [0.015, -0.005, -0.018], [0.004, 0.028, -0.004], [0.018, -0.003, -0.008], [0.005, -0.015, -0.028], [0.005, -0.002, 0.014]], "e_tot_ev": -68582.9731, "charge": 1, "fmax_ha_per_bohr": 0.0069, "lumo_energy_ev": -2.495}

---

# 2
{"formula": "C29H43OSi", "method": "ωB97M-V/def2-TZVPD", "species": ["C", "Si", "C", "C", "O", "C", "C", "C", "C", "H", "H", "H", "H", "H", "H", "H", "H", "H", "H", "H", "H", "H", "H", "C", "C", "C", "C", "C", "C", "C", "C", "C", "C", "C", "C", "C", "C", "C", "C", "C", "C", "C", "C", "C", "C", "H", "H", "H", "H", "H", "H", "H", "H", "H", "H", "H", "H", "H", "H", "H", "H", "H", "H", "H", "H", "H", "H", "H", "H", "H", "H", "H", "H", "H"], "xyz": [[-5.049, -0.540, -2.995], [-5.190, -1.242, -1.276], [-6.785, -0.719, -0.462], [-5.044, -3.097, -1.311], [-3.885, -0.623, -0.393], [-3.997, 0.074, 0.800], [-3.936, -0.602, 1.985], [-4.170, 1.512, 0.721], [-4.071, 2.214, -0.431], [-5.879, -0.934, -3.595], [-5.111, 0.554, -2.999], [-4.107, -0.835, -3.474], [-7.612, -1.110, -1.070], [-6.879, -1.127, 0.553], [-6.881, 0.373, -0.406], [-5.885, -3.499, -1.892], [-4.112, -3.422, -1.789], [-5.085, -3.534, -0.306], [-4.072, -0.027, 2.898], [-3.801, -1.680, 2.018], [-4.386, 1.987, 1.690], [-4.227, 3.294, -0.416], [-3.826, 1.741, -1.386], [5.014, 0.237, -4.532], [3.826, 0.387, -3.628], [3.707, 1.495, -2.790], [2.620, 1.666, -1.930], [2.651, 2.928, -1.108], [1.602, 0.690, -1.894], [0.373, 0.830, -0.992], [-0.506, 2.018, -1.413], [0.689, 0.873, 0.525], [1.441, -0.269, 1.060], [2.031, -0.378, 2.322], [2.789, -1.571, 2.636], [2.973, -2.656, 1.619], [3.363, -1.734, 3.886], [3.260, -0.756, 4.882], [3.889, -0.969, 6.224], [2.558, 0.417, 4.584], [1.949, 0.636, 3.357], [1.245, 1.943, 3.181], [1.704, -0.423, -2.752], [0.637, -1.487, -2.788], [2.806, -0.565, -3.596], [4.932, -0.688, -5.113], [5.097, 1.078, -5.234], [5.952, 0.203, -3.961], [4.486, 2.261, -2.810], [1.752, 3.119, -0.522], [3.510, 2.922, -0.416], [2.798, 3.803, -1.763], [-0.255, -0.058, -1.130], [-0.836, 1.870, -2.449], [-1.399, 2.092, -0.779], [0.036, 2.970, -1.368], [1.248, 1.789, 0.730], [-0.280, 0.945, 1.049], [1.525, -1.119, 0.382], [3.615, -3.440, 2.039], [2.020, -3.123, 1.336], [3.452, -2.286, 0.702], [3.916, -2.651, 4.105], [3.709, -0.101, 6.866], [3.480, -1.859, 6.721], [4.973, -1.119, 6.138], [2.489, 1.188, 5.355], [1.221, 2.471, 4.142], [1.771, 2.610, 2.484], [0.208, 1.824, 2.852], [0.917, -2.256, -3.516], [0.512, -1.988, -1.817], [-0.342, -1.088, -3.091], [2.863, -1.439, -4.249]], "forces_ev_per_a": [[-0.034, -0.082, -0.066], [0.119, 0.247, 0.233], [-0.025, -0.044, -0.007], [-0.006, -0.064, -0.053], [0.043, 0.548, 0.568], [0.103, -2.142, 0.722], [-0.152, 1.124, -1.265], [0.058, 0.882, -0.752], [-0.145, -0.170, 1.001], [0.183, 0.121, -0.023], [-0.038, -0.186, -0.003], [-0.170, 0.037, 0.050], [0.068, 0.119, 0.190], [-0.009, 0.080, -0.231], [0.004, -0.221, -0.030], [0.176, -0.032, 0.099], [-0.162, 0.044, 0.062], [-0.015, 0.089, -0.153], [0.130, -0.274, -0.077], [-0.058, 0.223, 0.010], [0.096, -0.013, -0.615], [0.087, -0.346, -0.090], [-0.174, 0.082, 0.433], [0.189, -0.077, -0.191], [-0.241, 0.113, 0.258], [-0.072, -0.245, -0.107], [0.084, -0.303, -0.225], [0.164, 0.486, 0.252], [0.212, 0.115, 0.155], [-0.059, -0.338, -0.109], [-0.069, 0.056, 0.017], [-0.157, 0.461, -0.850], [0.245, 0.036, 0.805], [-0.004, 0.027, -0.178], [0.111, -0.311, 0.240], [0.203, -0.398, -0.108], [-0.056, -0.242, -0.498], [-0.057, -0.110, -0.204], [-0.042, 0.257, 0.171], [-0.188, 0.243, -0.091], [0.205, 0.135, 0.254], [-0.213, 0.447, 0.474], [0.084, 0.090, 0.130], [-0.084, -0.305, -0.186], [0.087, 0.198, 0.073], [0.104, 0.184, 0.052], [-0.070, -0.200, 0.164], [-0.232, -0.016, -0.105], [-0.186, -0.172, 0.014], [0.219, 0.006, -0.146], [-0.242, -0.048, -0.169], [-0.096, -0.305, 0.208], [0.167, 0.115, -0.004], [0.082, 0.066, 0.249], [0.170, -0.016, -0.117], [-0.233, -0.219, -0.056], [-0.224, -0.116, 0.245], [0.249, 0.028, 0.087], [0.145, 0.056, 0.146], [-0.210, 0.192, -0.197], [0.179, 0.119, 0.074], [-0.116, -0.055, 0.218], [-0.169, 0.290, -0.128], [0.089, -0.216, -0.053], [0.044, 0.158, -0.209], [-0.244, 0.013, -0.085], [-0.026, -0.239, -0.306], [0.004, -0.158, -0.219], [-0.154, -0.254, 0.017], [0.265, 0.054, -0.008], [-0.121, 0.129, 0.170], [-0.038, 0.104, -0.209], [0.223, -0.090, 0.126], [-0.004, 0.232, 0.155]], "e_tot_ev": -40690.5381, "charge": 1, "de_lowest_kcal_mol": 0.0, "fmax_ha_per_bohr": 0.0440, "lumo_energy_ev": -5.281}